(1)
# C5H12N2O

A structure of composition C5H12N2O (wB97M-V/def2-TZVPD, OMol25).

Last column: natural (NBO) charge in e.
Positions of all 20 atoms, in Å:
C  1.414  -0.557  -0.871  -0.45
C  0.357  -1.616  -1.175  -0.62
C  0.892  0.787  -0.431  0.20
C  -0.298  1.350  -1.032  -0.76
H  2.093  -0.916  -0.096  0.23
H  2.026  -0.375  -1.765  0.22
H  1.687  1.502  -0.233  0.21
H  -0.228  -1.359  -2.059  0.20
H  0.838  -2.575  -1.367  0.21
H  -0.325  -1.738  -0.334  0.23
H  -0.297  2.438  -1.077  0.23
H  -0.598  0.900  -1.976  0.24
C  -0.674  0.380  1.678  0.71
N  -1.613  1.264  1.426  -0.83
N  -1.092  -0.891  2.010  -0.84
O  0.586  0.510  1.382  -0.63
H  -1.193  1.172  -0.257  0.32
H  -1.998  -0.956  2.444  0.40
H  -1.204  2.194  1.390  0.34
H  -0.373  -1.514  2.342  0.39

Summary:
frontier orbital gap = 9.50 eV
total charge = 0

(2)
# C5H12N2O

A cluster of 2 separate species, C5H12N2O in total (wB97M-V/def2-TZVPD, OMol25).

Last column: natural (NBO) charge in e.
Positions of all 20 atoms, in Å:
C  -0.955  0.234  1.711  -0.06
N  -0.828  -0.947  1.297  -0.39
C  0.535  -1.370  0.958  -0.25
C  0.697  -2.864  1.179  -0.60
H  -0.128  0.945  1.770  0.14
H  -1.952  0.594  1.945  0.17
H  0.683  -1.103  -0.092  0.20
H  1.269  -0.824  1.555  0.18
H  1.699  -3.166  0.871  0.21
H  0.605  -3.084  2.237  0.21
H  -0.045  -3.424  0.616  0.21
C  -0.526  1.031  -2.404  -0.42
N  -0.598  1.863  -1.213  -0.61
C  0.526  2.313  -0.603  0.52
O  1.631  1.895  -0.857  -0.61
H  -0.258  1.613  -3.288  0.20
H  -1.491  0.564  -2.579  0.21
H  0.234  0.278  -2.217  0.22
H  -1.455  2.361  -1.039  0.39
H  0.358  3.091  0.154  0.11

Summary:
frontier orbital gap = 10.51 eV
total charge = 0
SMILES = C=NCC.CNC=O

The most stable arrangement is (2), and the next structure is 0.574 eV less stable.

(1)
# C5H12N2O

The molecule C5H12N2O (wB97M-V/def2-TZVPD, OMol25).

Last column: natural (NBO) charge in e.
Positions of all 20 atoms, in Å:
C  2.531  -1.448  -1.370  -0.63
C  1.830  -1.036  -0.197  -0.50
C  1.463  0.456  -0.353  0.70
O  2.234  1.313  -0.524  -0.60
N  0.151  1.001  -0.282  -0.66
C  -1.025  0.282  0.118  -0.21
C  -2.131  1.253  0.693  -0.22
N  -2.937  0.528  1.648  -0.84
H  1.813  -1.501  -2.194  0.21
H  3.562  -1.194  -1.673  0.25
H  2.787  -2.485  -1.125  0.21
H  0.934  -1.639  0.109  0.22
H  2.367  -1.009  0.793  0.24
H  0.032  2.023  -0.229  0.40
H  -1.358  -0.225  -0.718  0.19
H  -0.716  -0.479  0.950  0.17
H  -2.944  1.576  -0.102  0.16
H  -1.922  2.196  1.096  0.19
H  -3.929  0.756  1.666  0.37
H  -2.743  -0.368  1.695  0.35

Summary:
frontier orbital gap = 9.92 eV
total charge = 0
SMILES = CCC(=O)NCCN

(2)
# C5H12N2O

A structure of composition C5H12N2O (wB97M-V/def2-TZVPD, OMol25).

Last column: natural (NBO) charge in e.
Positions of all 20 atoms, in Å:
C  0.423  -0.381  0.481  0.67
C  2.392  -1.105  -0.938  -0.53
C  -2.330  0.450  -0.295  -0.69
N  0.853  0.036  -0.732  -0.63
C  -1.037  1.042  0.162  -0.01
N  -0.055  -1.639  0.696  -0.89
C  -0.894  2.328  0.472  -0.49
O  1.123  0.054  1.552  -0.69
H  1.549  0.875  1.261  0.49
H  0.295  -0.385  -1.466  0.37
H  0.330  -2.124  1.493  0.41
H  -0.888  -1.967  0.231  0.40
H  2.079  -2.102  -1.244  0.19
H  2.912  -0.576  -1.733  0.20
H  2.982  -1.127  -0.024  0.20
H  -3.159  1.171  -0.244  0.21
H  -2.270  0.102  -1.331  0.21
H  -2.628  -0.396  0.332  0.20
H  0.075  2.754  0.713  0.19
H  -1.751  2.989  0.615  0.19

Summary:
frontier orbital gap = 8.17 eV
total charge = 0

(3)
# C5H12N2O

The molecule C5H12N2O (wB97M-V/def2-TZVPD, OMol25).

Last column: natural (NBO) charge in e.
Positions of all 20 atoms, in Å:
C  -0.285  -1.984  0.339  -0.51
C  -0.142  -0.811  -0.288  0.20
N  -0.347  -0.734  -1.721  -0.49
N  0.335  0.194  -2.510  -0.66
C  0.156  0.533  0.350  -0.29
C  -1.023  1.507  0.253  -0.60
C  0.539  0.398  1.900  -0.05
O  1.689  -0.401  2.148  -0.72
H  -0.151  -2.092  1.411  0.22
H  -0.496  -2.897  -0.207  0.19
H  -0.624  -1.615  -2.162  0.36
H  -0.332  0.813  -2.977  0.34
H  0.863  -0.268  -3.252  0.35
H  1.043  0.963  -0.131  0.22
H  -1.944  1.060  0.642  0.21
H  -1.205  1.811  -0.782  0.21
H  -0.824  2.418  0.828  0.21
H  0.753  1.402  2.283  0.16
H  -0.296  0.000  2.485  0.18
H  2.289  -0.299  1.390  0.47

Summary:
frontier orbital gap = 8.96 eV
total charge = 0
SMILES = C=C(NN)[C@@H](C)CO

The most stable arrangement is (3), and the next structure is 0.124 eV less stable.

(1)
# C5H12N2O

A cluster of 2 separate species, C5H12N2O in total (wB97M-V/def2-TZVPD, OMol25).

Last column: natural (NBO) charge in e.
Positions of all 20 atoms, in Å:
C  1.649  0.433  0.156  -0.03
N  0.524  0.318  -0.455  -0.41
C  0.013  -1.073  -0.639  0.48
C  0.485  -1.582  -1.997  -0.63
N  -1.411  -1.044  -0.612  -0.85
O  0.429  -1.974  0.349  -0.75
H  2.112  1.419  0.305  0.17
H  2.283  -0.400  0.499  0.17
H  0.213  -2.636  -2.126  0.20
H  1.573  -1.510  -2.098  0.22
H  0.074  -0.999  -2.835  0.23
H  -1.904  -1.914  -0.744  0.36
H  -1.687  -0.648  0.281  0.36
H  -0.188  -2.712  0.436  0.48
C  -0.498  2.651  0.978  -0.37
C  -0.865  2.071  2.143  -0.40
H  -1.023  2.452  0.048  0.21
H  0.147  3.526  0.988  0.19
H  -0.559  2.509  3.089  0.19
H  -1.367  1.112  2.235  0.19

Summary:
frontier orbital gap = 10.08 eV
total charge = 0
SMILES = C=N[C@](C)(N)O.C=C

(2)
# C5H12N2O

A structure of composition C5H12N2O (wB97M-V/def2-TZVPD, OMol25).

Last column: natural (NBO) charge in e.
Positions of all 20 atoms, in Å:
C  -1.367  -1.587  -1.267  -0.26
C  -0.205  2.011  -0.298  -0.69
C  -0.341  0.622  0.232  0.22
C  -1.187  0.268  1.212  -0.68
O  -0.526  -0.420  -1.322  -0.67
H  -1.033  -2.258  -0.473  0.18
H  -2.385  -1.261  -1.062  0.20
H  -1.307  -2.091  -2.230  0.20
H  0.559  2.075  -1.073  0.22
H  -1.144  2.344  -0.749  0.23
H  0.071  2.689  0.512  0.24
H  -1.711  1.037  1.766  0.22
H  -1.372  -0.754  1.513  0.20
N  1.601  -1.120  1.235  -0.84
C  1.519  -0.098  0.324  0.32
N  2.617  0.452  -0.060  -0.73
H  2.497  -1.215  1.701  0.39
H  0.801  -1.239  1.838  0.39
H  2.460  1.178  -0.757  0.34
H  0.454  -0.631  -1.042  0.53

Summary:
frontier orbital gap = 8.47 eV
total charge = 0

The most stable arrangement is (1), and the next structure is 2.348 eV less stable.

(1)
# C3H12NO3

A cluster of 2 separate species, C3H12NO3 in total (wB97M-V/def2-TZVPD, OMol25).

Last column: natural (NBO) charge in e.
Positions of all 19 atoms, in Å:
C  0.674  1.285  0.205  -0.08
O  0.468  2.041  1.297  -0.76
C  -0.647  0.488  0.057  -0.06
C  -0.576  -0.681  -1.045  -0.09
O  -1.792  -1.297  -0.895  -0.74
N  -0.940  -0.327  1.301  -0.74
H  1.320  0.563  0.557  0.18
H  1.174  1.708  -0.641  0.22
H  0.470  3.065  1.358  0.52
H  -1.690  1.116  -0.247  0.24
H  -0.526  -0.205  -1.899  0.18
H  0.283  -1.462  -0.940  0.23
H  -2.393  -1.105  -1.593  0.50
H  -1.138  0.194  2.152  0.45
H  -1.838  -0.985  1.078  0.49
H  -0.075  -1.005  1.477  0.45
H  2.846  -1.157  -1.639  0.48
H  3.142  -1.257  -0.276  0.48
O  2.360  -1.211  -0.877  -0.95

Summary:
frontier orbital gap = 10.91 eV
total charge = +1

(2)
# C3H12NO3

A cluster of 3 separate species, C3H12NO3 in total (wB97M-V/def2-TZVPD, OMol25).

Last column: natural (NBO) charge in e.
Positions of all 19 atoms, in Å:
C  -1.529  -1.330  -0.512  -0.24
C  -0.226  -2.090  -0.217  -0.55
C  1.050  -1.369  -0.438  0.44
O  1.114  -0.280  -0.954  -0.55
N  -1.465  0.122  -0.138  -0.70
H  -2.203  -1.839  0.196  0.25
H  -1.661  -1.360  -1.606  0.25
H  -0.144  -2.956  -0.903  0.28
H  -0.247  -2.518  0.827  0.25
H  2.015  -1.994  -0.255  0.15
H  -1.502  0.157  0.879  0.43
H  -2.290  0.631  -0.456  0.45
H  -0.585  0.660  -0.334  0.51
H  2.454  2.072  0.079  0.48
H  2.854  1.805  1.458  0.48
O  2.264  2.399  0.972  -0.95
H  0.036  3.160  -0.098  0.50
H  0.373  2.323  1.102  0.51
O  -0.308  2.408  0.399  -1.00

Summary:
frontier orbital gap = 11.19 eV
total charge = +1

The most stable arrangement is (2), and the next structure is 2.036 eV less stable.